ORCA calculation (ωB97M-V with the def2-TZVPD basis set) on a structure of composition C43H53N6O3SeTeTi.

Structure (XYZ):
```
108
C43H53N6O3SeTeTi (ωB97M-V with the def2-TZVPD basis set)
Ti -0.78724 2.10132 -0.50955
C -3.09080 3.12729 1.36067
N -1.63691 3.44281 1.40281
C -1.22854 3.53580 2.82112
C -1.22142 2.30231 3.70200
C -0.52131 2.39668 4.90469
C -0.51828 1.32366 5.76836
C -1.21348 0.17840 5.41020
C -1.89509 0.18334 4.20832
N -1.90919 1.22152 3.37213
C -1.42470 4.79624 0.84352
C -1.53279 4.93003 -0.64901
C -1.83441 6.16678 -1.19660
C -1.59308 6.40140 -2.53369
C -0.98349 5.39836 -3.26472
C -0.75183 4.17996 -2.66416
N -1.08431 3.91351 -1.39637
C -3.59229 2.76694 -0.00321
C -4.83246 3.18127 -0.45645
C -5.37575 2.60250 -1.58844
C -4.68242 1.56237 -2.17521
C -3.43470 1.22262 -1.68346
N -2.85194 1.84994 -0.65459
H -3.66913 3.95866 1.77918
H -3.23147 2.25613 1.99211
H -1.88728 4.26204 3.32012
H -0.22538 3.95242 2.83963
H 0.00513 3.31002 5.15792
H 0.01698 1.37549 6.70842
H -1.22995 -0.69033 6.05320
H -2.47469 -0.67939 3.89726
H -0.40329 5.10317 1.08410
H -2.09824 5.51415 1.32459
H -2.21041 6.95597 -0.55587
H -1.81605 7.36201 -2.97961
H -0.68074 5.55540 -4.29067
H -0.24292 3.38710 -3.19103
H -5.37716 3.94016 0.09291
H -6.34046 2.91686 -1.96898
H -5.09810 1.01276 -3.00965
H -2.85470 0.41310 -2.10407
C -1.68648 -0.55138 0.80786
O -0.68370 0.46600 0.92272
C 0.66038 -0.07822 1.06022
C 1.37807 0.57748 2.21901
O 1.30675 1.98066 2.10789
C 2.34280 2.64579 2.79814
H -1.49074 -1.34946 1.52350
H -1.69230 -0.96402 -0.20264
H -2.64408 -0.09540 1.03423
H 1.18638 0.09676 0.12805
H 0.60400 -1.14866 1.26286
H 2.42118 0.24649 2.19411
H 0.93684 0.26343 3.17538
H 2.28016 2.46722 3.87972
H 2.24700 3.71069 2.58693
H 3.32387 2.31837 2.44203
Se 2.78625 5.18803 -0.51984
C 1.82222 3.70192 -0.62388
N 1.16689 2.73270 -0.63935
C -1.14813 1.09654 -4.23874
C -0.15805 0.69846 -3.13263
O 0.84892 0.07848 -3.54311
N -0.51352 0.79704 -1.85486
Te 0.75585 -2.01802 -1.83631
C 2.64319 -2.88982 -2.31619
C 3.79564 -2.09917 -2.23636
C 3.73922 -0.60977 -1.97548
C 5.04108 -2.70948 -2.37875
C 5.16880 -4.07173 -2.60435
C 6.52713 -4.72850 -2.68278
C 4.01040 -4.82271 -2.76506
C 2.74417 -4.25667 -2.63709
C 1.53336 -5.13535 -2.84531
C 0.26206 -3.40795 -0.23226
C -1.04753 -3.91871 -0.16251
C -2.05156 -3.84294 -1.29803
C -1.47852 -4.58008 0.99467
C -0.65355 -4.75815 2.09033
C -1.15258 -5.41542 3.35642
C 0.65842 -4.30695 1.99068
C 1.12766 -3.64587 0.86060
C 2.58218 -3.24046 0.84004
H -0.61131 1.51847 -5.09080
H -1.92920 1.77322 -3.89207
H -1.61125 0.16444 -4.57608
H 2.82100 -0.16629 -2.35627
H 4.58154 -0.11127 -2.46031
H 3.80358 -0.40136 -0.90106
H 5.93718 -2.09851 -2.29833
H 7.30862 -4.05169 -2.33641
H 6.76106 -5.02124 -3.71007
H 6.55418 -5.63101 -2.06969
H 4.09432 -5.88392 -2.98789
H 1.80949 -6.04606 -3.37954
H 0.77401 -4.60251 -3.41753
H 1.08394 -5.41889 -1.88997
H -1.64217 -3.35736 -2.17652
H -2.95191 -3.30229 -0.98947
H -2.35674 -4.85381 -1.58137
H -2.49663 -4.96591 1.02727
H -2.17250 -5.78143 3.23121
H -1.14509 -4.70491 4.18724
H -0.51657 -6.25754 3.63951
H 1.33968 -4.47223 2.82367
H 3.18161 -4.00521 0.33973
H 2.96545 -3.12275 1.85573
H 2.73189 -2.31190 0.29126
```

Its spin multiplicity is 2. For the LUMO energy (spin up / spin down), the calculation gives -0.095 / -0.458 eV. As for the HOMO energy (spin up / spin down): -6.45 / -6.46 eV. The expectation value of S² is 0.768. As for the orbital gap (spin up / spin down): 6.4 / 6.0 eV.

Results of the Löwdin charge analysis, in e, for atoms 1 through 8: atom 1 (Ti): 0.862, atom 2 (C): -0.107, atom 3 (N): -0.143, atom 4 (C): -0.113, atom 5 (C): -0.253, atom 6 (C): -0.031, atom 7 (C): -0.060, atom 8 (C): -0.062